Density functional theory data (wB97M-V/def2-TZVPD) for a 3-piece molecular cluster, C27H70BN6O3P2 overall in a non-equilibrium geometry.

Computed properties:
* total charge: -1
* Kohn-Sham gap: 5.97 eV
* calculated total energy: -63474.2390 eV
* E_HOMO: -4.0 eV
* M: 599.66 g/mol

Cartesian coordinates (Å):
C 6.21815 -2.53553 0.36099
C 7.68179 -2.97013 0.28116
C 8.24236 -3.03554 -1.15553
C 9.62702 -2.38713 -1.30050
C 9.67298 -0.85969 -1.56632
C 8.37029 -0.07253 -1.39163
C 8.65155 1.45092 -1.41938
C 8.25878 2.15623 -0.12208
C 6.75404 2.11962 0.20724
C 5.86824 2.39506 -1.00324
C 4.51030 2.99155 -0.64316
C 3.58807 2.05820 0.16385
B 3.56417 0.48337 -0.30571
O 3.00444 0.33409 -1.69455
C 1.62974 0.17094 -1.78441
C 1.10781 -1.24246 -1.44645
C 0.35579 -1.36050 -0.10754
H 6.02206 -1.57794 -0.12193
H 5.55345 -3.28507 -0.07465
H 5.92100 -2.42431 1.40706
H 8.28322 -2.30729 0.91005
H 7.74106 -3.96789 0.72746
H 7.52440 -2.63356 -1.87176
H 8.38875 -4.09449 -1.38874
H 10.15670 -2.87661 -2.12280
H 10.19667 -2.58964 -0.38962
H 10.04529 -0.66156 -2.57560
H 10.38562 -0.41500 -0.86500
H 7.62962 -0.33335 -2.14882
H 7.92570 -0.29335 -0.41772
H 8.19283 1.92643 -2.28677
H 9.73383 1.58301 -1.54186
H 8.54052 3.21377 -0.20226
H 8.84661 1.73774 0.70318
H 6.58093 2.89577 0.96168
H 6.49447 1.16717 0.67633
H 6.40025 3.13945 -1.61852
H 5.76827 1.51186 -1.63798
H 4.01383 3.35071 -1.54910
H 4.72519 3.89275 -0.04500
H 2.56360 2.44516 0.03606
H 3.78432 2.13408 1.24148
H 2.86531 -0.14016 0.51440
H 4.69481 -0.00435 -0.23576
H 1.08598 0.91914 -1.17861
H 1.35479 0.38200 -2.83030
H 1.92413 -1.96431 -1.48780
H 0.38662 -1.52324 -2.22474
H -0.42992 -2.11869 -0.14168
H 1.06065 -1.59690 0.69076
H -0.07450 -0.38987 0.15411
O -2.93937 -3.95314 1.65145
P -3.55197 -3.19942 2.75744
N -4.71464 -2.18513 2.07257
C -5.33591 -1.04896 2.72275
C -5.60535 -2.79122 1.09505
N -2.29510 -2.25385 3.45198
C -2.21525 -0.81018 3.25238
C -0.97571 -2.84249 3.21229
N -4.22465 -3.73647 4.17795
C -5.28454 -4.72995 4.07222
C -4.02154 -3.17240 5.50017
H -6.15288 -1.33320 3.40565
H -5.76196 -0.40096 1.95293
H -4.62944 -0.44832 3.27395
H -6.43403 -3.34678 1.55889
H -5.05508 -3.47399 0.44983
H -6.03433 -2.01404 0.45846
H -2.30933 -0.50848 2.20284
H -1.24734 -0.46300 3.61573
H -2.95567 -0.27952 3.84607
H -0.59179 -2.61256 2.21534
H -0.99442 -3.92632 3.31398
H -0.26365 -2.46113 3.94850
H -6.28254 -4.28304 4.15689
H -5.18097 -5.49042 4.84975
H -5.22779 -5.24474 3.11119
H -4.54110 -2.21648 5.62645
H -2.96789 -3.02986 5.71816
H -4.42159 -3.86915 6.24013
O -6.50592 0.76438 -1.14855
P -6.33897 2.04187 -1.86088
N -4.79795 2.61113 -1.49066
C -4.33102 3.96600 -1.70630
C -3.71374 1.63602 -1.59786
N -7.53199 3.10132 -1.19106
C -7.17493 4.17572 -0.27560
C -8.66961 2.35208 -0.66154
N -6.58099 2.43006 -3.45222
C -5.85296 1.63578 -4.43721
C -7.26659 3.60027 -3.97209
H -4.03767 4.16370 -2.74840
H -3.44971 4.13165 -1.08359
H -5.05802 4.70876 -1.41428
H -3.37878 1.49558 -2.63342
H -4.03403 0.67318 -1.20467
H -2.85768 1.96517 -1.00723
H -6.52335 3.85225 0.54564
H -8.09035 4.58298 0.15807
H -6.70585 5.00807 -0.79329
H -8.47595 1.93752 0.33423
H -8.92984 1.52420 -1.31769
H -9.53421 3.01897 -0.60157
H -4.95109 2.14560 -4.79330
H -6.48745 1.41385 -5.29760
H -5.55042 0.67943 -4.00673
H -6.67356 4.51286 -3.85209
H -8.23298 3.74464 -3.49943
H -7.44016 3.45425 -5.03991

Cartesian forces (eV/Å) of the 3 atoms listed first:
0.1 0.0 0.3
-0.5 0.0 -0.1
0.4 -0.3 0.4

Löwdin population analysis, charges in e, atoms 1 to 6: atom 1 (C): -0.11, atom 2 (C): -0.27, atom 3 (C): -0.22, atom 4 (C): -0.21, atom 5 (C): -0.21, atom 6 (C): -0.20